Entry 1:
9
Properties=species:S:1:pos:R:3:forces:R:3 method="wB97M-V/def2-TZVPD" relative_energy_ev=0.904 lumo_energy_ev=0.0 smiles="N#CC1=NSCO1" gap_ev=9.151 homo_energy_ha=-0.335
C -1.570041 1.487740 -0.331161 -1.0 0.7 0.0
C -0.425758 0.618779 -0.339621 1.2 0.1 -1.0
C 0.790090 -1.103677 0.556115 0.5 -0.4 0.6
H 1.398491 -0.959276 1.472893 -0.4 -0.1 -0.5
H 0.498095 -2.165372 0.456484 0.1 0.6 0.0
N -2.494242 2.183460 -0.315711 1.0 -0.8 0.0
N 0.497480 0.707172 -1.231273 -0.9 -0.3 1.0
O -0.381844 -0.290452 0.659068 -0.1 0.0 -0.1
S 1.687729 -0.478374 -0.926794 -0.4 0.2 0.1


Entry 2:
9
Properties=species:S:1:pos:R:3:forces:R:3 method="wB97M-V/def2-TZVPD" relative_energy_ev=3.889 lumo_energy_ev=-0.3 smiles="O=C=NN1CC1=S" gap_ev=8.731 homo_energy_ha=-0.332
C -1.504674 0.677431 -0.020269 4.1 -1.7 0.0
C 2.422294 0.177259 -0.024745 -3.8 0.4 -0.7
C -1.061553 -0.794680 0.046936 0.8 -0.3 2.0
N 1.222591 0.393220 -0.017502 0.7 0.2 0.6
N -0.146708 0.274507 -0.283036 0.0 -0.2 -0.9
O 3.585408 0.066113 -0.045655 0.1 -0.1 0.2
S -2.400976 1.957076 -0.040451 -0.8 0.6 0.2
H -0.751077 -1.214805 1.111151 -1.5 0.6 -2.0
H -1.365305 -1.536120 -0.726427 0.4 0.5 0.6


Entry 3:
9
Properties=species:S:1:pos:R:3:forces:R:3 method="wB97M-V/def2-TZVPD" relative_energy_ev=2.897 spin_multiplicity=3 lumo_energy_ev="-0.4 / -3.7" gap_ev="6.411 / 6.805" homo_energy_ha="-0.249 / -0.385"
C 0.425891 -0.717565 -0.152699 -4.5 1.1 -1.0
C 1.162846 0.381118 0.196454 -1.6 0.9 -1.8
C 0.473467 2.614210 -0.676821 -0.4 1.4 -0.5
N -0.822628 -0.585843 -0.625737 7.5 0.2 0.8
N 0.735345 1.591188 -0.191916 0.7 -0.6 0.6
O -2.630773 -1.185484 1.107710 0.9 -0.7 1.2
S -2.274479 -0.703536 -0.229026 -6.4 0.3 -1.3
H 0.806030 -1.630424 0.094650 0.9 -2.7 0.6
H 2.124299 0.236340 0.477382 2.9 0.1 1.2


Entry 4:
10
Properties=species:S:1:pos:R:3:forces:R:3 method="wB97M-V/def2-TZVPD" relative_energy_ev=3.684 lumo_energy_ev=-2.5 smiles="S=[N+]([S-])c1cnoc1" gap_ev=6.740 homo_energy_ha=-0.338
C -0.054047 -0.108314 -0.099852 -0.8 0.1 1.0
C 1.400065 -0.122843 0.109430 -2.1 -1.1 -2.3
C -0.381179 0.893595 0.747877 -3.7 0.8 1.5
H 2.084095 -0.654095 -0.486137 0.8 -0.9 -0.3
H -1.401895 1.259784 1.141644 1.7 -0.7 -1.2
N -1.028756 -0.913582 -0.872339 0.4 0.5 -0.7
N 1.811770 0.761193 0.900099 0.0 2.0 1.8
O 0.619514 1.459118 1.371213 1.5 -1.1 -0.8
S -2.737756 -0.968055 -0.630930 2.6 0.4 0.3
S -0.311809 -1.606801 -2.181004 -0.4 0.0 0.6